Record 1
Entry from the OMol25 dataset: a 10-piece molecular cluster, C20H46BCl18N3O2PS overall (wB97M-V/def2-TZVPD).

```
92
Properties=species:S:1:pos:R:3:forces:R:3:mulliken_charge:R:1
N 0.836310 1.073576 -1.272833 -0.1 -1.8 1.8 -0.071
C 0.503264 -0.152140 -0.651058 -0.6 -0.2 -1.1 -0.216
N -0.848207 -0.623883 -0.796263 2.2 0.5 0.8 -0.105
P -1.812611 -0.484419 0.677709 -3.2 0.8 -1.4 0.426
S -3.611092 0.084458 0.133385 1.0 -0.5 0.6 -0.363
N 1.364915 -0.895893 0.002145 0.1 1.1 -0.1 0.239
C 2.789429 -0.522628 0.164739 1.6 -1.3 0.8 -0.673
B 3.646823 -0.780079 -1.219403 1.2 0.3 -1.2 1.014
O 4.153201 0.370165 -1.917547 -1.5 -1.8 1.0 -0.470
O 3.918072 -2.094649 -1.725393 -1.5 2.2 0.7 -0.699
H 1.058630 0.951820 -2.271449 -0.5 0.4 0.6 -0.093
H 1.552976 1.594841 -0.765944 0.1 -0.3 -0.5 0.368
H -0.860412 -1.562743 -1.203479 -0.1 0.0 0.2 0.265
H -1.238736 0.534823 1.487532 0.7 -0.8 -0.4 -0.003
H -1.838235 -1.775904 1.289864 0.7 0.6 0.0 0.067
H 1.048598 -1.785851 0.399242 0.0 0.5 -0.1 0.248
H 2.964274 0.494681 0.598571 -0.6 -0.8 -0.5 0.269
H 3.222985 -1.261528 0.927874 -0.7 1.0 -0.9 0.290
H 3.495232 0.519408 -2.624533 0.7 0.3 -0.1 0.111
H 3.086526 -2.333399 -2.186360 0.5 -0.5 0.0 0.148
Cl -3.806024 -1.753398 4.496403 0.1 -0.3 -0.1 -0.059
C -3.700139 -3.517739 4.280079 0.0 -0.1 0.0 -0.659
C -2.310679 -4.046122 4.562861 -0.3 -0.2 0.3 -0.441
Cl -1.127935 -3.526875 3.330279 0.1 0.1 -0.1 -0.141
H -4.019507 -3.753156 3.265013 0.1 0.1 0.1 0.310
H -4.413454 -3.964469 4.973340 0.1 0.0 0.0 0.347
H -2.320129 -5.136422 4.551380 0.0 0.1 -0.1 0.338
H -1.948429 -3.718787 5.536594 0.0 0.1 -0.1 0.330
Cl 4.184498 3.547875 -3.438622 0.1 -0.3 0.1 -0.167
C 3.879592 2.578621 -4.901844 -0.1 0.0 0.0 0.141
C 2.424082 2.607420 -5.309057 0.6 0.2 -0.5 -0.296
Cl 1.382128 1.735709 -4.146649 -0.2 0.0 -0.4 -0.178
H 4.224675 1.561488 -4.711227 0.0 0.1 0.0 0.394
H 4.494623 3.002452 -5.699035 -0.3 -0.1 0.4 -0.448
H 2.299291 2.117367 -6.275244 0.0 -0.1 0.1 0.396
H 2.051374 3.627108 -5.393405 0.0 -0.1 0.2 0.217
Cl -0.687920 7.778834 -2.871081 0.0 0.0 0.0 -0.183
C -0.612462 6.012575 -3.080270 -0.1 -0.1 0.0 -0.460
C 0.765768 5.461971 -2.785318 -0.1 -0.1 0.1 0.010
Cl 1.963849 5.954954 -4.008366 -0.2 0.3 0.0 -0.171
H -0.928124 5.778653 -4.096696 0.1 0.1 0.0 0.314
H -1.338053 5.580735 -2.389943 0.1 0.0 0.0 0.313
H 0.736857 4.370800 -2.792296 0.0 0.0 -0.1 -0.152
H 1.126195 5.787024 -1.809613 0.0 0.1 -0.1 0.370
Cl -7.954262 -0.405505 4.873050 0.1 -0.1 0.0 -0.155
C -7.557418 1.257992 5.371880 -0.1 0.2 0.1 -0.459
C -6.546773 1.899698 4.447735 -0.2 0.2 0.0 -0.544
Cl -4.939111 1.146379 4.593662 0.0 0.3 0.0 -0.090
H -7.197693 1.225850 6.399871 0.0 -0.1 -0.1 0.308
H -8.488180 1.825827 5.354646 0.1 0.0 -0.1 0.314
H -6.429199 2.953689 4.701969 0.0 -0.1 0.1 0.305
H -6.857415 1.834108 3.405454 0.1 -0.1 0.1 0.317
Cl 8.761247 3.693719 -6.348737 -0.1 0.0 0.0 -0.170
C 8.223324 2.526528 -7.581093 0.0 -0.1 -0.1 -0.484
C 7.122186 3.086362 -8.454209 0.3 -0.1 -0.2 -0.462
Cl 5.595132 3.296260 -7.556610 0.2 0.1 -0.4 -0.185
H 7.906541 1.617631 -7.070152 0.0 0.1 0.0 0.319
H 9.093523 2.288028 -8.193132 -0.1 0.1 0.0 0.329
H 6.915206 2.398732 -9.274781 0.0 0.0 0.1 0.309
H 7.398712 4.050340 -8.879520 -0.1 0.0 0.2 0.338
Cl -0.012510 -3.962836 -1.430031 0.0 0.1 0.2 -0.151
C -0.277205 -4.414646 -3.133805 -0.1 -0.1 -0.5 -0.482
C 0.972300 -4.219585 -3.962909 -0.1 -0.3 0.0 -0.502
Cl 1.381666 -2.493605 -4.158772 0.1 0.2 0.1 -0.131
H -1.110635 -3.825494 -3.514990 0.1 0.0 0.1 0.310
H -0.570640 -5.464319 -3.143821 0.1 0.0 0.1 0.367
H 0.819769 -4.626546 -4.962641 -0.1 0.1 0.0 0.368
H 1.830714 -4.721908 -3.517865 -0.1 0.1 0.0 0.314
Cl -1.503526 1.087352 3.823737 0.1 0.0 0.1 -0.052
C -1.286626 2.169210 5.223048 0.0 0.3 0.3 -0.511
C -0.463553 3.389844 4.875987 -0.2 0.1 0.0 -0.479
Cl 1.240155 2.980672 4.549529 0.0 0.0 -0.1 -0.186
H -0.831045 1.592602 6.027346 0.0 0.0 -0.2 0.338
H -2.283627 2.473275 5.544416 0.0 0.0 -0.1 0.271
H -0.467290 4.087326 5.714038 0.0 -0.1 0.0 0.332
H -0.860992 3.904875 4.001984 0.0 -0.1 0.0 0.315
Cl -11.565477 -5.887552 5.155824 0.0 0.0 0.0 -0.181
C -11.170426 -4.223830 5.654577 0.0 0.1 0.0 -0.456
C -10.161474 -3.575981 4.732224 -0.2 0.2 0.0 -0.288
Cl -8.547546 -4.317933 4.874791 0.0 0.0 0.0 -0.173
H -10.810546 -4.255706 6.682503 0.0 -0.1 -0.1 0.328
H -12.102670 -3.658478 5.636922 0.1 0.0 -0.1 0.296
H -10.049219 -2.521942 4.989558 0.0 -0.1 0.1 0.167
H -10.472418 -3.640852 3.690045 0.0 -0.1 0.1 0.316
Cl 8.271099 -1.546342 2.848807 0.0 0.0 0.0 -0.179
C 7.952277 -2.510269 1.386151 0.0 0.0 -0.1 -0.488
C 6.488655 -2.498368 1.004712 0.1 0.0 -0.3 -0.270
Cl 5.477884 -3.390022 2.169151 -0.1 0.1 0.0 -0.189
H 8.311337 -3.523537 1.563296 -0.1 0.1 0.1 0.342
H 8.546462 -2.073343 0.583017 -0.1 0.0 0.0 0.321
H 6.356050 -2.983425 0.036603 0.0 0.0 0.1 0.281
H 6.101216 -1.481548 0.932452 0.1 0.0 0.1 0.184
```
Forces are in eV/Å.

Values from the calculation:
- multiplicity = 1
- strongest force on any atom (hartree/bohr) = 0.0702
- LUMO (eV) = -3.57
- charge = +1
- E_tot (eV) = -276253.0638

=====

Record 2
Entry from the OMol25 dataset: C4H12N2S as an isolated structure (wB97M-V/def2-TZVPD).

```
19
Properties=species:S:1:pos:R:3:forces:R:3:mulliken_spin:R:1
C -2.424114 -0.456735 -0.924056 -1.3 -1.6 -0.5 0.001
N -1.791645 -0.737875 0.345490 0.6 0.7 0.7 -0.002
C -0.386225 -0.508052 0.602849 -0.3 -0.2 0.0 0.004
C 0.534166 -1.003310 -0.498321 2.0 1.1 1.1 -0.028
S 2.254626 -0.345661 -0.236329 -0.3 -0.2 0.0 0.994
C -0.279455 1.016736 0.899994 -3.4 -0.4 -2.6 -0.011
N 0.009829 1.968956 -0.126139 1.1 -0.9 0.2 0.013
H -2.586440 -1.412945 -1.489963 1.1 0.9 -0.3 0.000
H -3.488819 -0.209052 -0.860763 0.2 0.6 0.8 0.001
H -1.957904 0.367443 -1.447722 0.2 -0.3 -0.4 -0.001
H -2.172744 -1.502217 0.876899 -0.2 0.1 0.1 0.000
H -0.132984 -0.978051 1.555672 -0.1 -0.3 -0.1 -0.004
H 0.732784 -2.074103 -0.433585 -0.8 0.0 -0.6 0.010
H 0.310180 -0.566622 -1.468668 -0.4 -0.7 -0.3 0.020
H 1.208081 1.142154 2.275471 -0.6 0.1 -0.7 -0.001
H 0.611869 1.131699 1.690144 2.1 0.2 2.1 0.007
H -1.180548 1.291995 1.473723 0.7 0.1 0.4 0.000
H -0.372330 1.525698 -0.969986 -0.4 0.4 0.0 -0.009
H 1.016184 1.842537 -0.356718 -0.3 0.4 0.2 0.005
```
Forces are in eV/Å.

Values from the calculation:
- multiplicity = 2
- strongest force on any atom (hartree/bohr) = 0.0838
- LUMO (spin up / spin down) (eV) = -7.03 / -7.02
- charge = +1
- E_tot (eV) = -18144.9608

=====

Record 3
Entry from the OMol25 dataset: a 11-piece molecular cluster, C26H66Cl2N6O10 overall (wB97M-V/def2-TZVPD).

```
110
Properties=species:S:1:pos:R:3:forces:R:3:mulliken_charge:R:1
C 10.643210 3.366190 21.801920 -1.3 -1.0 -0.8 -0.051
C 11.686640 4.055880 22.606660 -1.5 4.1 -2.3 0.402
N 12.530860 3.305170 23.228700 2.3 -2.1 2.1 -0.147
O 11.819810 5.288090 22.657420 -0.8 -1.3 0.2 -0.696
H 10.070790 3.982060 21.108280 0.2 0.5 0.5 0.387
H 9.953860 2.848610 22.469000 -0.3 0.4 0.3 0.409
H 10.944890 2.507050 21.202780 0.9 0.1 0.1 -0.604
H 12.461260 2.297620 23.217940 -0.1 0.0 0.1 0.125
H 13.028180 3.824300 23.938120 0.4 -0.5 0.0 0.208
C 10.922480 -2.353130 14.489370 0.9 0.4 -1.3 -0.637
C 9.475560 -2.806280 14.401190 -0.3 -2.8 1.2 0.505
N 8.512570 -2.041750 13.922490 0.8 1.8 -0.7 -0.239
O 9.163710 -3.952430 14.738290 0.9 0.1 0.5 -0.703
H 11.192470 -1.383660 14.070650 -0.7 0.6 0.3 0.317
H 11.495350 -2.961960 13.789910 -0.2 -0.6 0.0 0.419
H 11.486100 -2.445130 15.417790 -0.9 -0.2 0.3 0.004
H 8.829220 -1.137810 13.601980 -1.1 0.2 0.2 0.222
H 7.544230 -2.310820 14.022540 0.4 0.0 -0.2 0.205
C 10.251500 5.191920 17.998490 -0.3 0.0 0.4 -0.894
C 11.513070 5.188170 18.855610 -2.3 0.8 -0.1 0.589
N 12.461900 4.396750 18.472560 2.5 -2.5 -1.6 -0.096
O 11.612950 5.868410 19.837420 -0.2 1.4 1.3 -0.617
H 10.497130 5.343540 16.947410 -0.2 0.1 0.0 0.411
H 9.574140 5.941450 18.407730 0.3 0.3 -0.3 0.412
H 9.686130 4.265560 18.100090 0.3 -0.4 -0.1 -0.033
H 12.337880 3.698390 17.753530 -0.1 0.0 0.0 0.014
H 13.314770 4.331170 19.009590 -0.1 0.1 0.3 0.252
C 10.011810 0.155490 24.000480 -1.1 -0.1 -0.4 -1.079
C 11.171800 -0.327500 23.186580 0.0 2.8 0.4 0.733
N 11.457150 -1.602070 23.246760 0.5 -2.0 0.3 -0.553
O 11.914580 0.425330 22.569270 -0.3 0.3 -0.1 -0.407
H 9.209510 -0.581600 24.033830 0.2 -0.4 0.3 0.445
H 9.499310 0.988410 23.519130 0.6 0.3 0.2 0.070
H 10.340330 0.389260 25.013160 -0.1 0.2 -0.1 0.270
H 12.388560 -1.737970 22.880570 0.0 -0.9 0.1 0.239
H 11.032150 -2.172430 23.963810 0.4 -0.2 -0.2 0.174
C 8.776580 -2.282070 18.768280 0.4 0.4 0.8 -0.616
C 9.870000 -2.312360 19.836020 0.5 -1.2 -1.9 0.842
N 9.456360 -2.267830 21.089230 -0.7 0.5 0.8 -0.227
O 11.054850 -2.435220 19.563290 0.4 0.3 -0.3 -0.689
H 8.835220 -3.074460 18.022100 0.2 0.0 0.2 0.390
H 8.935410 -1.317620 18.285880 -0.4 0.0 -0.3 -0.060
H 7.823470 -2.308580 19.296460 -0.2 0.1 -0.4 0.239
H 10.192470 -2.085270 21.756250 -0.4 -0.2 0.2 0.156
H 8.470110 -2.125660 21.254170 0.2 -0.1 0.6 0.065
C 9.710450 2.257120 12.549350 0.2 0.2 -0.5 -1.022
C 8.455100 1.447170 12.777140 5.2 -0.4 2.3 0.692
N 7.450120 1.670880 12.048530 -4.9 0.5 -2.7 -0.294
O 8.466880 0.580330 13.644820 -0.5 0.4 0.6 -0.741
H 9.498060 3.181150 12.011600 0.1 0.0 0.1 0.410
H 10.411340 1.671210 11.954740 0.0 -0.1 -0.1 0.315
H 10.231810 2.467540 13.483160 -0.3 0.0 0.1 0.156
H 7.416010 2.033880 11.106640 0.4 0.4 0.5 0.200
H 6.619900 1.197790 12.375690 -0.1 -0.1 -0.4 0.267
C 5.165750 -0.706850 23.085400 -1.3 -0.4 -0.4 -1.439
C 5.855970 -1.011730 21.758570 0.1 0.7 1.4 0.624
C 6.743050 0.108030 21.294480 0.8 0.5 -0.7 -0.646
O 6.567510 -2.220040 21.948950 0.6 -0.2 -0.3 -0.597
H 4.381440 0.034360 22.931860 0.2 0.4 0.2 0.376
H 5.753850 -0.512580 23.982330 0.4 0.3 -0.5 0.276
H 4.601050 -1.611140 23.312290 -0.2 -0.2 0.3 0.459
H 5.081690 -1.206870 21.016590 -0.1 0.3 -0.2 0.123
H 6.126870 0.933840 20.938880 -0.1 -0.1 -0.3 0.470
H 7.427220 -0.205200 20.505860 -0.4 -0.1 -0.5 -0.109
H 7.445410 0.596240 21.970080 -0.3 -0.4 0.9 0.141
H 5.891620 -2.813510 22.284470 0.3 -0.5 0.1 0.324
C 14.450720 1.496670 21.140860 0.1 0.5 -0.1 -1.723
C 15.200540 2.675150 20.415890 0.4 -4.0 1.6 0.631
C 15.377070 2.283520 18.988270 0.1 0.8 -0.7 -0.418
O 14.595780 3.862520 20.650510 -1.1 1.7 -0.2 -0.570
H 15.095180 0.618470 21.179940 -0.1 -0.1 -0.2 0.463
H 13.489690 1.238650 20.695940 0.1 0.0 -0.3 0.497
H 14.210200 1.729090 22.178280 0.3 0.2 0.0 0.467
H 16.162800 2.632850 20.926150 0.6 0.3 -0.2 0.187
H 14.436570 2.327900 18.439100 -0.1 -0.1 0.1 -0.300
H 15.745690 1.259270 18.932260 0.1 0.3 -0.1 0.098
H 16.044450 3.004140 18.515620 0.2 -0.2 -0.3 0.391
H 14.020400 3.691950 21.399810 -0.3 0.7 0.3 0.330
C 10.997270 0.875940 19.042100 -0.6 -0.3 -1.8 0.599
C 11.195340 0.617280 17.504980 -1.1 2.2 -0.9 1.377
C 10.083810 1.164140 16.566730 -0.8 -1.2 0.1 -0.959
O 12.215600 1.495190 16.980520 1.0 -0.8 0.9 -0.791
H 11.641050 0.242690 19.652550 0.2 0.3 0.0 0.312
H 9.961260 0.642660 19.287780 -0.1 -0.1 0.2 -0.397
H 11.115210 1.953270 19.158420 0.3 -0.1 0.4 -0.631
H 11.430760 -0.425600 17.292660 0.0 -0.1 0.0 0.288
H 9.162180 0.583610 16.607800 -0.3 0.2 0.4 0.170
H 10.330790 1.101840 15.506900 0.7 -0.5 0.1 0.165
H 9.911060 2.236150 16.661810 -0.1 0.0 0.8 -0.201
H 12.993270 1.105510 17.386690 0.9 0.2 0.0 -0.305
C 16.397290 -0.998890 16.939530 -1.3 -0.2 0.1 -1.421
C 14.967780 -0.548660 16.579280 -1.1 -1.4 0.3 0.401
C 14.086940 -1.545610 15.689980 1.0 0.9 -0.3 -1.068
O 14.204600 -0.370000 17.828660 0.8 0.6 -1.2 -0.262
H 16.845890 -0.354830 17.695860 0.0 0.4 -0.3 0.349
H 17.001310 -1.036770 16.032990 0.2 -0.3 0.2 0.379
H 16.267880 -1.946610 17.462210 0.5 -0.5 -0.4 0.354
H 15.051630 0.392110 16.035210 -0.5 0.3 0.4 0.272
H 14.602040 -1.864510 14.783850 0.5 -0.1 0.0 0.469
H 13.215730 -1.039000 15.274710 0.0 0.3 0.5 0.095
H 13.726820 -2.458920 16.163560 0.3 0.1 0.5 0.356
H 14.223780 -1.220730 18.273050 -0.2 -0.2 0.1 0.215
Cl 6.909150 1.794020 18.153550 0.0 -0.4 1.0 -0.102
C 6.944710 2.335650 16.498850 -0.9 0.1 -0.9 -0.116
C 5.540970 2.853490 16.123190 1.2 0.5 1.1 -0.447
Cl 5.720420 3.725940 14.592570 -0.4 -0.2 -0.6 -0.212
H 7.161670 1.479000 15.860750 0.4 0.2 0.0 0.000
H 7.697190 3.120830 16.425630 -0.1 -0.2 -0.2 0.240
H 5.272620 3.623380 16.846630 -0.3 -0.2 0.0 0.329
H 4.806850 2.047800 16.127860 0.0 0.2 -0.4 0.350
```
Forces are in eV/Å.

Values from the calculation:
- multiplicity = 1
- strongest force on any atom (hartree/bohr) = 0.1114
- LUMO (eV) = 0.24
- charge = 0
- E_tot (eV) = -82494.5267
- SMILES = CC(N)=O.CC(N)=O.CC(N)=O.CC(N)=O.CC(N)=O.CC(N)=O.CC(C)O.CC(C)O.CC(C)O.CC(C)O.ClCCCl